A:
C3H3O3S | ωB97M-V/def2-TZVPD

The highest occupied orbital energy comes out at -3.98 eV.

ORCA input file:
```
! wB97M-V def2-TZVPD RIJCOSX def2/J DEFGRID3
* xyz -1 1
S 0.0189 -2.0842 -1.7676
O -3.0209 0.4397 1.1117
O -1.3254 -0.4085 2.2809
O -1.3297 -0.2706 0.0119
C 0.3582 -0.8261 -0.8596
C 1.2235 0.0810 -0.5144
C -1.8007 -0.2126 1.1996
H 2.0974 0.1983 -1.0712
H -2.9775 0.5444 0.1318
H 0.8586 0.6997 0.2651
*
```

---

B:
C3H3O3S | ωB97M-V/def2-TZVPD

The highest occupied orbital energy comes out at -2.20 eV.

ORCA input file:
```
! wB97M-V def2-TZVPD RIJCOSX def2/J DEFGRID3
* xyz -1 1
S -0.2899 2.5262 -0.3846
O 2.3929 -0.8123 -1.1307
O 2.5882 -0.8643 1.1130
O -0.2098 0.0747 0.4594
C -1.4864 -0.2966 0.0228
C 2.4123 -0.7721 0.0115
C 0.4794 1.1765 0.2822
H -2.2723 0.5785 0.1773
H -1.7864 -0.3944 -1.0369
H -1.8280 -1.2161 0.4859
*
```

---

According to the calculations, the structures order from most to least stable as A, B.

---

A:
C6H36O14 | ωB97M-V/def2-TZVPD

The highest occupied orbital energy comes out at -8.86 eV.

ORCA input file:
```
! wB97M-V def2-TZVPD RIJCOSX def2/J DEFGRID3
* xyz 0 1
O -0.7876 -3.1422 1.1791
O -1.8460 1.9697 -2.2072
O -0.8426 1.7071 3.9286
O 2.3757 1.0565 -1.4725
O 0.6073 3.0284 -1.8298
O -1.8592 -3.4520 -1.2463
O -0.3460 -2.7333 -3.3299
O 1.5706 2.3872 0.7471
O 3.0792 -1.6009 -0.8879
O 1.8679 -3.2919 0.7938
O 1.6704 -0.9726 -3.0705
O -2.6632 0.0368 2.9209
O -2.6347 3.2064 0.0434
O -0.6674 3.3833 1.8361
C 0.6647 -0.2943 1.8274
C 0.2590 -0.2423 0.5673
C -1.5487 -0.1764 -1.2120
C -1.1435 0.1718 0.2215
C 2.0508 -0.7014 2.2308
C -1.2023 0.9423 -2.1745
H 2.2508 -2.6198 0.2154
H -0.3671 0.8536 -2.8536
H 0.4503 3.1885 -0.9425
H -2.7392 -3.3648 -1.0838
H 1.8499 2.0203 1.5355
H -1.4235 -3.3429 -0.3588
H 2.0556 0.3637 -2.0873
H 0.0590 3.1092 1.3217
H -2.3743 2.7643 -0.8363
H -1.0571 -1.1003 -1.5714
H 0.8856 -1.6028 -3.1815
H -1.8894 -0.2962 0.9022
H -2.5803 -0.3607 -1.2990
H 0.5322 3.8304 -2.3355
H -0.9433 -2.2733 1.5084
H 2.2246 -4.1925 0.5579
H -0.7586 2.3372 3.1503
H -0.0171 -0.0322 2.6521
H 0.8750 -0.5365 -0.2957
H 0.1838 -3.1988 1.0884
H 2.8333 -0.6225 1.4960
H -3.3287 0.6760 2.6814
H 1.7544 1.7569 0.0745
H -1.4250 3.3653 1.2347
H 2.0563 -1.8059 2.5107
H -3.6533 3.3185 0.0708
H 3.0833 -0.7224 -0.5935
H -0.8782 -3.0095 -2.5520
H 1.8623 1.8948 -1.7014
H 2.1604 -1.0675 -3.8755
H 2.6310 -1.5135 -1.7270
H -1.3144 1.2336 0.3905
H -0.8822 -3.0345 -4.1355
H -1.0700 2.2778 4.7019
H 2.3683 -0.1319 3.1264
H -2.0188 0.5560 3.3458
*
```

---

B:
C6H36O14 | ωB97M-V/def2-TZVPD

The highest occupied orbital energy comes out at -8.11 eV.

ORCA input file:
```
! wB97M-V def2-TZVPD RIJCOSX def2/J DEFGRID3
* xyz 0 1
O -0.8380 -2.4377 2.8805
O 1.1259 -0.0872 -3.3483
O -3.2264 -1.0639 -0.8613
O 0.6277 3.3340 2.2009
O -1.3384 -1.2994 -2.8952
O 2.9172 0.6731 -1.5176
O 2.2512 -1.8938 1.7580
O 3.3733 0.1811 3.1207
O 1.5000 -4.4217 0.6305
O 2.5102 -2.9885 -1.3162
O -4.0304 1.4121 0.1359
O -2.6734 3.3325 1.5131
O -1.4383 -3.3595 -0.6866
O 1.9060 1.0799 0.9648
C -0.3415 1.0939 -0.5161
C 0.3187 3.3172 -1.4952
C -0.7288 -0.8353 1.0420
C -0.8470 2.3329 -1.1771
C -0.8942 -1.1972 2.3083
C -0.9942 0.4644 0.4573
H -1.5812 -1.5737 -3.7885
H -3.1988 3.5205 2.3090
H -0.3884 -1.5523 0.3028
H 0.6371 4.2819 2.2742
H 0.5293 -4.4392 0.5235
H 1.7189 0.6741 -3.3407
H -0.1836 3.1599 1.6783
H 3.1294 -0.2367 -1.2918
H 3.0028 0.3563 4.0053
H 0.0074 4.1139 -2.1807
H 3.0858 -3.7025 -1.5765
H 0.4754 0.6917 -1.1111
H 1.5615 -1.2347 1.5411
H 1.6944 -3.7043 1.2656
H -1.6168 2.8765 -0.6443
H -3.7007 0.6026 -0.3124
H -1.1951 -2.9327 -1.5209
H 2.5564 1.0574 -0.6904
H 1.1531 2.8760 -2.0408
H 1.6021 1.9157 1.3603
H -1.8446 -2.6561 -0.1530
H -1.2246 2.0173 -2.1738
H 0.6212 3.6780 -0.5150
H 3.0049 -0.6890 2.8232
H 2.7668 0.9281 1.3962
H -0.4728 -0.8411 -2.9223
H -0.6944 -3.1127 2.2109
H 1.9471 -3.4528 -0.6424
H -3.0476 2.6741 0.8931
H -1.0935 -0.5550 3.1545
H 2.8792 -1.7944 1.0307
H -2.5804 -1.1603 -1.5948
H -3.9013 -1.6532 -1.2235
H 1.6194 -0.7595 -2.8456
H -1.7510 1.0666 0.9495
H -4.6970 1.9228 -0.3482
*
```

---

According to the calculations, the structures order from most to least stable as A, B.

---

A:
C23H34N2O3 | ωB97M-V/def2-TZVPD

The highest occupied orbital energy comes out at -9.13 eV. Its SMILES is CC[C@]1(C)C[C@H](C(=O)N2CC3(C[C@H](C(=O)N4[C@H]5CC=C[C@H]4CCC5)CO3)C2)C1.

ORCA input file:
```
! wB97M-V def2-TZVPD RIJCOSX def2/J DEFGRID3
* xyz 0 1
O 1.5558 1.1270 2.9008
O -3.4345 1.2584 1.9633
O 2.8936 -0.6633 0.3644
N 2.9643 0.8603 -1.2813
N -1.2778 1.0900 1.3420
C -2.6785 -1.9179 1.4268
C 0.7067 1.5008 1.8452
C -0.0348 0.3448 1.1142
C 4.5219 -0.5977 -2.2832
C -2.5650 0.6587 1.3546
C -0.6700 2.0311 2.2827
C 1.0205 0.9572 -2.8481
C -3.6668 -3.3366 -0.4186
C -2.8111 -0.6161 0.5861
C 2.0326 2.1582 -3.0025
C -4.2765 -0.9886 0.3073
C 2.9399 0.5101 0.0159
C 5.2665 0.7420 -2.4662
C -4.9860 -3.1324 1.6909
C 1.5536 2.3932 0.9561
C -3.9829 -2.4404 0.7720
C 2.9054 1.6668 1.0152
C -5.5815 -2.2720 2.7992
C 4.6637 1.9420 -2.4333
C 2.9207 1.1630 2.4592
C 1.6476 -0.4913 -2.6892
C 3.2117 2.1106 -1.9414
C 3.0815 -0.1084 -2.3748
H -3.2833 -4.3045 -0.0857
H -1.7813 -2.5205 1.2784
H -4.6344 -0.8657 -0.7155
H 6.3196 0.6959 -2.7203
H -2.1813 -0.6482 -0.3041
H -4.8116 -1.7881 3.4025
H 3.4692 1.8457 3.1108
H 4.7977 -1.2667 -3.1014
H 3.3474 0.1637 2.5237
H 1.6339 3.3846 1.4080
H 1.1445 -1.0484 -1.8991
H -6.2221 -1.4866 2.3981
H -4.9250 -0.4402 0.9878
H 5.2280 2.8345 -2.6787
H 1.5757 -1.0565 -3.6196
H 0.2181 0.1702 0.0676
H 0.3468 0.9822 -3.7063
H -2.9151 -2.8846 -1.0700
H -0.8797 3.0822 2.0834
H 0.4012 1.1635 -1.9740
H 2.4410 2.1930 -4.0146
H 1.1422 2.4976 -0.0479
H -2.7995 -1.7110 2.4910
H -6.1895 -2.8812 3.4691
H 3.2312 0.4919 -3.2647
H 3.7442 2.3358 0.8182
H -0.9011 1.7973 3.3241
H 0.0305 -0.5918 1.6715
H 3.1545 2.9647 -1.2666
H 4.7653 -1.0880 -1.3404
H -4.5648 -3.5137 -1.0149
H 1.4619 3.0796 -2.8748
H -5.8000 -3.5337 1.0773
H -4.4846 -4.0025 2.1299
*
```

---

B:
C23H34N2O3 | ωB97M-V/def2-TZVPD

The highest occupied orbital energy comes out at -9.07 eV. Its SMILES is CC[C@]1(C)C[C@H](C(=O)N2CC3(C[C@H](C(=O)N4[C@H]5CC=C[C@H]4CCC5)CO3)C2)C1.

ORCA input file:
```
! wB97M-V def2-TZVPD RIJCOSX def2/J DEFGRID3
* xyz 0 1
O 0.0666 3.7376 -0.6718
O 3.1575 0.0383 -2.5786
O -2.4533 1.7163 1.0307
N -1.3980 1.3599 2.9722
N 1.4449 0.9871 -1.4847
C -0.4284 -3.5326 -3.5550
C -0.5168 1.5209 4.0865
C 0.8218 -2.7590 -3.9586
C -2.2557 0.2425 3.3834
C 1.4032 -3.3175 -5.2651
C -1.4964 1.9136 5.2130
C -0.9603 3.9713 0.3014
C -0.5818 3.1663 1.5575
C 0.5313 -1.2341 -3.9144
C -1.5652 2.0239 1.8193
C 2.0054 -0.0263 -2.1752
C 2.0125 2.2757 -1.1113
C 2.5905 -4.2559 -5.0700
C 0.8157 2.6279 1.2022
C 1.0964 -1.1938 -2.4698
C 0.7283 2.5525 -0.3100
C -3.4869 0.9460 3.9425
C -2.8242 1.7567 5.0782
C -1.7291 -0.9395 2.5932
C -0.1865 -0.8328 2.9491
C 0.1334 1.2319 -0.8891
C 1.7779 -2.5436 -2.7559
C 0.2059 0.1101 4.1533
H 1.7258 -2.4850 -5.8969
H -0.6659 1.4084 -1.6111
H 0.6144 -3.8325 -5.8205
H 3.4476 -3.7323 -4.6483
H -0.5034 -0.9181 -4.0561
H -2.1466 -1.8832 2.9472
H -1.1974 -3.4396 -4.3249
H -3.4731 2.1415 5.8572
H -4.2220 0.2695 4.3837
H -0.8454 -3.1653 -2.6144
H 1.1811 -0.6804 -4.5933
H 0.2085 2.3215 3.9394
H 1.0537 1.6704 1.6650
H -3.9959 1.5732 3.2093
H -1.1001 2.3985 6.0976
H 2.9028 -4.6886 -6.0212
H -1.9233 3.6285 -0.0781
H -0.5505 3.8029 2.4425
H -0.2048 -4.5953 -3.4265
H -0.9987 5.0438 0.4850
H 2.8057 -2.3615 -3.0657
H 1.7588 -3.2950 -1.9650
H 1.2882 0.2471 4.1249
H -1.8914 -0.8660 1.5188
H 2.3410 -5.0814 -4.3985
H -1.8598 -0.0750 4.3409
H 0.3465 -0.4765 2.0665
H -0.0114 -0.3762 5.1065
H -0.1887 0.4852 -0.1609
H 0.2184 -1.8237 3.1599
H 2.1519 2.9537 -1.9547
H 0.3023 -1.2688 -1.7270
H 1.5888 3.3482 1.4771
H 2.9343 2.2086 -0.5315
*
```

---

C:
C23H34N2O3 | ωB97M-V/def2-TZVPD

The highest occupied orbital energy comes out at -8.29 eV. Its SMILES is COCCN(C[C@H]1CCCN(C2Cc3ccccc3C2)C1)C(=O)CCC(C)=O.

ORCA input file:
```
! wB97M-V def2-TZVPD RIJCOSX def2/J DEFGRID3
* xyz 0 1
O -0.2607 0.1521 -4.4216
O -0.6316 3.1258 -3.4256
O 2.9327 0.1406 -1.5676
N 0.6895 0.5669 2.4133
N -0.0774 -0.5519 -2.3030
C -0.5320 -0.6998 -0.9382
C 2.3187 -0.0932 -2.8164
C 1.3744 -1.3116 3.8468
C -2.0561 0.7672 -2.9688
C 1.2062 -1.1341 -2.6577
C 0.4320 1.9873 2.2858
C -1.2779 2.6842 -4.3431
C -1.0312 3.0567 -5.7770
C -0.1326 -0.1918 1.4921
C -2.1513 -3.6390 4.2511
C 0.2092 -3.6317 3.7739
C -2.1381 -2.2635 4.4376
C -0.9467 -1.5828 4.2903
C -0.7250 0.0997 -3.2930
C -2.4110 1.6934 -4.1308
C 0.2227 -2.2637 3.9574
C 3.8468 1.2048 -1.5980
C -0.6786 -0.1166 4.4403
C 0.2386 0.1811 0.0547
C 0.7121 0.0821 3.7795
C -0.0205 1.6714 -0.1504
C 0.7925 2.4503 0.8766
C -0.9892 -4.3163 3.9234
H -1.4465 0.5030 3.9766
H -3.3200 2.2550 -3.9018
H 4.2561 1.2935 -0.5934
H 1.3076 -0.0008 -0.0776
H 1.0837 -1.6499 -3.6144
H -2.8281 0.0076 -2.8292
H -0.3668 3.9141 -5.8433
H 3.3531 2.1431 -1.8791
H -3.0768 -4.1852 4.3615
H 1.8964 0.8366 -3.2190
H -1.0832 1.8859 0.0001
H 1.1146 -4.1615 3.5144
H -0.6267 2.2364 2.4882
H 1.3024 0.8098 4.3443
H -2.5706 1.1201 -5.0427
H 0.6027 3.5206 0.7821
H 0.2514 1.9799 -1.1604
H -1.0154 -5.3868 3.7803
H -0.3986 -1.7507 -0.6533
H -1.5983 -0.4796 -0.8833
H -0.5572 2.1990 -6.2520
H 3.0687 -0.4631 -3.5318
H 4.6605 1.0097 -2.3077
H 2.0068 -1.3873 4.7346
H 1.0470 2.5183 3.0171
H 1.9993 -1.4908 2.9725
H -3.0468 -1.7368 4.6924
H 1.4980 -1.8468 -1.8870
H 0.0432 -1.2562 1.6534
H -1.9676 3.2609 -6.2903
H -0.6339 0.1490 5.4996
H -1.2120 -0.0041 1.6455
H -1.9601 1.3585 -2.0606
H 1.8542 2.2687 0.7077
*
```

---

According to the calculations, the structures order from most to least stable as C, A, B.